Record 1
{
  "formula": "C47H82I2N8O2PRbS",
  "method": "ωB97M-V/def2-TZVPD",
  "spin_multiplicity": 1,
  "orbital_gap_ha": 0.2464,
  "total_energy_ev": -103069.4053,
  "species": ["Rb", "C", "C", "N", "C", "C", "N", "C", "C", "C", "N", "C", "C", "N", "C", "H", "H", "H", "H", "H", "H", "H", "H", "H", "H", "H", "H", "H", "H", "H", "H", "H", "H", "H", "H", "H", "H", "H", "H", "I", "C", "C", "C", "I", "C", "O", "C", "C", "N", "C", "C", "C", "C", "C", "C", "N", "C", "H", "H", "H", "H", "H", "H", "H", "H", "H", "H", "H", "C", "C", "N", "C", "C", "S", "C", "C", "N", "H", "H", "H", "H", "H", "H", "H", "H", "H", "H", "H", "H", "H", "H", "O", "P", "C", "C", "C", "C", "C", "C", "C", "C", "C", "C", "C", "C", "C", "C", "C", "C", "C", "C", "H", "H", "H", "H", "H", "H", "H", "H", "H", "H", "H", "H", "H", "H", "H", "H", "H", "H", "H", "H", "H", "H", "H", "H", "H", "H", "H", "H", "H", "H", "H", "H", "H"],
  "xyz": [[-1.6399, -0.7171, 1.1144], [0.9106, -0.0332, 5.0943], [-0.5600, 0.0327, 5.4961], [-1.3735, 0.6722, 4.4807], [-2.6197, 1.2892, 4.9079], [-2.9165, 2.4764, 4.0037], [-2.9302, 2.1232, 2.5792], [-3.0014, 3.3260, 1.7436], [-1.6535, 4.0534, 1.6242], [-0.6711, 3.4056, 0.6442], [-0.2817, 2.0245, 0.9515], [0.7439, 1.9273, 2.0100], [1.5038, 0.5939, 2.0235], [0.7923, -0.5370, 2.6215], [1.2554, -0.9671, 3.9389], [1.2573, 0.9808, 4.8713], [1.4835, -0.3799, 5.9604], [-0.9116, -0.9771, 5.7631], [-0.6318, 0.6352, 6.4061], [-1.6376, 0.0092, 3.7645], [-3.4592, 0.5831, 4.9008], [-2.5142, 1.6660, 5.9292], [-3.8662, 2.9489, 4.2988], [-2.1217, 3.2077, 4.1608], [-3.7409, 1.5270, 2.4239], [-3.3266, 3.0356, 0.7371], [-3.7550, 4.0322, 2.1233], [-1.8446, 5.0737, 1.2787], [-1.1933, 4.1431, 2.6102], [-1.1407, 3.4096, -0.3488], [0.2332, 4.0163, 0.5669], [-1.1417, 1.6506, 1.3407], [1.4786, 2.7169, 1.8104], [0.3154, 2.1087, 3.0022], [1.7687, 0.3396, 0.9943], [2.4453, 0.7719, 2.5653], [0.8450, -1.3469, 2.0122], [0.8027, -1.9459, 4.1262], [2.3492, -1.1092, 3.9357], [-7.3125, -5.0677, 5.9579], [-6.0382, -3.7252, 4.9848], [-6.5298, -2.5155, 4.5263], [-5.6667, -1.6583, 3.8680], [-6.3969, 0.2074, 3.2382], [-4.3036, -1.9435, 3.6020], [-3.5465, -1.1580, 2.9253], [-3.8354, -3.1756, 4.1622], [-2.3518, -3.4632, 4.1299], [-1.7156, -3.3494, 2.8144], [-1.5020, -4.5709, 2.0793], [-0.4249, -4.4342, 1.0166], [0.0455, -5.5864, 0.3851], [1.0639, -5.4867, -0.5422], [1.5900, -4.2318, -0.8212], [1.0456, -3.1369, -0.1759], [0.0498, -3.2252, 0.7170], [-4.6958, -4.0398, 4.8134], [-7.5642, -2.2414, 4.6786], [-1.8594, -2.7479, 4.7996], [-2.1629, -4.4582, 4.5405], [-2.3027, -2.7150, 2.2887], [-1.1671, -5.3444, 2.7767], [-2.4096, -4.9663, 1.5940], [-0.3832, -6.5473, 0.6421], [1.4488, -6.3720, -1.0328], [2.3944, -4.0934, -1.5307], [1.4111, -2.1413, -0.4116], [-4.3070, -4.9701, 5.2112], [-2.7528, -0.4920, -2.8322], [-3.4451, 0.6291, -2.0484], [-3.8595, 0.2675, -0.7051], [-5.0577, -0.5325, -0.4991], [-5.0442, -1.9672, -1.0178], [-3.6947, -3.0604, -0.4571], [-2.8783, -3.4528, -2.0308], [-1.6338, -2.6302, -2.3811], [-1.7576, -1.2200, -2.0704], [-2.3415, -0.0423, -3.7486], [-3.5012, -1.2052, -3.1751], [-4.2793, 0.9952, -2.6718], [-2.7408, 1.4599, -1.9451], [-3.9547, 1.1075, -0.1479], [-5.9519, -0.0615, -0.9427], [-5.2176, -0.5641, 0.5797], [-5.0563, -2.0046, -2.1056], [-5.9750, -2.4252, -0.6806], [-3.6401, -3.3869, -2.8082], [-2.5863, -4.5026, -1.9781], [-1.4128, -2.8214, -3.4456], [-0.7896, -3.0153, -1.8132], [-0.8502, -0.7754, -2.0781], [2.1428, -0.4536, -1.5193], [2.7896, 0.6817, -2.2597], [4.4632, 0.9740, -1.5830], [5.1942, 2.2959, -1.9306], [5.1958, 3.2588, -0.7453], [5.9776, 2.6738, 0.4368], [5.7766, 1.1530, 0.5401], [4.4345, 0.7475, -0.0593], [1.7265, 2.1647, -2.1222], [0.3063, 1.7680, -2.6105], [-0.0949, 2.5131, -3.8794], [-0.1275, 4.0287, -3.6601], [1.0018, 4.4853, -2.7217], [2.1692, 3.4997, -2.7455], [2.9400, 0.2202, -4.0248], [3.8129, 1.0936, -4.9550], [5.1915, 0.4731, -5.1624], [5.0754, -0.8652, -5.9046], [3.7886, -1.6136, -5.5200], [3.3606, -1.2649, -4.0989], [5.0328, 0.1386, -2.0096], [4.7729, 2.7762, -2.8102], [6.2332, 2.0672, -2.1848], [4.1665, 3.4539, -0.4325], [5.6158, 4.2216, -1.0419], [5.6426, 3.1560, 1.3580], [7.0410, 2.9009, 0.3344], [5.8490, 0.8300, 1.5795], [6.5697, 0.6297, -0.0035], [4.1953, -0.2942, 0.1467], [3.6391, 1.3408, 0.4000], [1.6609, 2.2950, -1.0337], [-0.4032, 1.9669, -1.8031], [0.2633, 0.6924, -2.7852], [-1.0699, 2.1638, -4.2255], [0.6152, 2.2680, -4.6755], [-1.0935, 4.3186, -3.2385], [-0.0447, 4.5364, -4.6236], [0.6316, 4.5480, -1.6962], [1.3410, 5.4862, -2.9930], [3.0157, 3.9129, -2.1989], [2.4923, 3.3690, -3.7797], [1.9017, 0.2677, -4.3761], [3.9107, 2.1084, -4.5816], [3.3168, 1.1806, -5.9264], [5.6662, 0.3259, -4.1879], [5.8370, 1.1575, -5.7154], [5.9499, -1.4816, -5.6856], [5.0834, -0.6866, -6.9823], [3.9329, -2.6905, -5.6187], [2.9804, -1.3449, -6.2069], [4.1921, -1.4697, -3.4166], [2.5329, -1.8868, -3.7615]],
  "forces_ev_per_angstrom": [[-0.21, -0.06, -0.58], [0.01, -0.01, -0.02], [0.00, -0.02, 0.03], [-0.16, 0.13, -0.09], [0.01, 0.03, 0.01], [-0.01, -0.02, 0.01], [0.02, 0.06, 0.03], [0.04, -0.01, -0.01], [-0.01, -0.02, -0.01], [-0.03, -0.04, -0.05], [-0.03, 0.10, 0.17], [0.02, 0.04, -0.03], [-0.02, 0.10, 0.09], [-0.05, 0.01, -0.02], [-0.01, 0.00, 0.03], [0.01, 0.00, 0.00], [0.00, 0.02, 0.01], [0.00, 0.01, 0.00], [0.00, -0.01, 0.01], [0.24, -0.15, -0.03], [-0.01, 0.01, -0.01], [0.01, -0.01, 0.00], [0.00, -0.01, 0.01], [-0.01, 0.02, 0.00], [0.02, -0.02, -0.03], [-0.01, 0.01, 0.00], [0.00, 0.00, -0.01], [-0.01, 0.01, 0.01], [0.01, 0.00, 0.00], [0.02, 0.03, 0.00], [0.00, 0.01, -0.01], [0.09, -0.05, 0.21], [0.02, -0.02, 0.00], [0.01, -0.01, 0.00], [-0.04, 0.02, -0.04], [0.03, -0.05, -0.02], [0.07, 0.04, 0.05], [0.00, 0.00, -0.01], [0.00, 0.00, 0.00], [0.01, 0.01, -0.01], [-0.08, -0.04, 0.02], [0.07, -0.04, 0.01], [-0.07, 0.09, -0.08], [0.02, -0.03, 0.02], [-0.10, 0.04, 0.00], [0.07, 0.01, 0.14], [0.05, -0.08, 0.04], [-0.04, 0.05, -0.03], [0.01, 0.10, -0.01], [0.00, 0.00, -0.01], [-0.04, -0.01, 0.03], [-0.02, 0.01, 0.01], [0.00, 0.02, 0.00], [0.00, -0.02, 0.00], [0.00, 0.00, -0.03], [0.11, -0.09, 0.07], [0.02, 0.04, -0.02], [-0.01, 0.00, 0.00], [0.00, -0.01, -0.01], [0.01, 0.01, 0.01], [-0.05, -0.18, 0.06], [0.00, 0.00, -0.01], [0.01, 0.00, 0.01], [0.00, 0.00, 0.00], [0.00, 0.00, 0.00], [0.01, 0.00, 0.00], [-0.02, 0.02, 0.02], [0.00, 0.00, 0.01], [0.02, 0.01, -0.08], [-0.08, 0.01, -0.05], [0.15, -0.06, 0.15], [-0.02, 0.00, -0.03], [0.02, 0.00, 0.03], [0.00, 0.03, -0.01], [0.01, 0.02, 0.04], [0.00, 0.00, -0.03], [-0.04, -0.03, 0.18], [0.00, -0.01, -0.01], [-0.01, 0.00, 0.01], [0.01, 0.01, 0.02], [0.01, 0.02, 0.01], [0.00, -0.03, -0.04], [0.01, 0.01, -0.01], [-0.02, 0.00, -0.01], [-0.02, 0.00, -0.01], [0.00, 0.00, -0.01], [0.00, -0.01, -0.01], [-0.02, 0.00, 0.00], [0.00, 0.00, 0.00], [0.00, 0.01, -0.01], [0.03, 0.04, -0.04], [-0.02, 0.17, -0.08], [-0.01, -0.12, 0.04], [0.02, -0.01, 0.01], [0.04, -0.07, 0.01], [0.00, 0.00, 0.00], [-0.01, 0.01, 0.03], [-0.01, -0.01, -0.03], [0.02, 0.02, -0.01], [0.04, 0.00, -0.01], [-0.03, 0.01, 0.01], [0.00, -0.01, 0.02], [0.00, 0.00, 0.02], [0.00, -0.04, 0.01], [0.00, 0.00, 0.04], [-0.06, -0.05, 0.00], [0.02, -0.03, 0.03], [0.00, 0.00, 0.01], [0.00, 0.03, -0.02], [0.00, -0.01, 0.02], [0.00, 0.01, -0.04], [0.01, 0.03, -0.01], [-0.01, 0.01, -0.04], [0.00, -0.01, -0.02], [-0.03, 0.02, -0.02], [0.00, 0.01, 0.00], [0.02, 0.00, 0.00], [0.00, 0.01, -0.01], [-0.01, -0.01, 0.00], [0.01, 0.00, 0.02], [-0.03, 0.00, 0.01], [0.00, 0.00, 0.00], [0.01, 0.04, 0.00], [0.00, -0.03, -0.04], [-0.03, -0.02, 0.02], [-0.01, -0.02, -0.01], [0.00, 0.01, -0.02], [0.00, 0.00, -0.01], [-0.01, 0.00, 0.00], [-0.01, 0.02, 0.03], [0.01, 0.00, 0.00], [-0.02, 0.00, -0.01], [0.03, -0.02, -0.03], [0.02, 0.04, 0.00], [0.00, 0.09, 0.03], [0.00, -0.01, 0.00], [0.01, -0.01, -0.02], [0.00, 0.00, 0.01], [-0.01, 0.00, 0.01], [0.02, -0.01, 0.00], [-0.01, 0.00, -0.02], [-0.01, -0.01, 0.00], [0.00, 0.01, 0.03], [0.00, -0.01, 0.02]],
  "lowdin_charge": [0.818, -0.177, -0.223, -0.050, -0.208, -0.213, -0.072, -0.218, -0.163, -0.241, -0.081, -0.204, -0.216, -0.129, -0.223, 0.105, 0.110, 0.107, 0.113, 0.045, 0.096, 0.117, 0.116, 0.106, 0.040, 0.106, 0.114, 0.113, 0.100, 0.096, 0.106, -0.013, 0.112, 0.101, 0.089, 0.116, 0.041, 0.116, 0.111, 0.806, -0.760, -0.252, -0.607, 0.945, -0.484, -0.316, -0.137, -0.146, -0.068, -0.181, -0.258, -0.027, -0.063, -0.062, -0.149, 0.065, -0.129, 0.074, 0.102, 0.115, -0.020, 0.125, 0.115, 0.117, 0.107, 0.103, 0.077, 0.094, -0.207, -0.200, -0.117, -0.281, -0.435, 0.879, -0.449, -0.272, -0.085, 0.114, 0.095, 0.121, 0.102, 0.080, 0.123, 0.044, 0.061, 0.077, 0.066, 0.071, 0.122, 0.083, 0.079, -0.334, 0.793, -0.326, -0.181, -0.204, -0.189, -0.184, -0.206, -0.307, -0.191, -0.189, -0.180, -0.176, -0.184, -0.329, -0.180, -0.195, -0.191, -0.193, -0.202, 0.109, 0.079, 0.120, 0.098, 0.115, 0.108, 0.107, 0.109, 0.113, 0.114, 0.092, 0.109, 0.088, 0.074, 0.103, 0.106, 0.107, 0.108, 0.092, 0.111, 0.091, 0.102, 0.114, 0.074, 0.121, 0.097, 0.113, 0.108, 0.107, 0.108, 0.113, 0.111, 0.107]
}

Record 2
{
  "formula": "CH11O7",
  "method": "ωB97M-V/def2-TZVPD",
  "spin_multiplicity": 1,
  "charge": -1,
  "orbital_gap_ha": 0.1871,
  "total_energy_ev": -15542.4593,
  "species": ["O", "C", "O", "H", "H", "H", "O", "H", "H", "O", "H", "H", "O", "H", "H", "O", "H", "H", "O"],
  "xyz": [[0.6429, -1.3137, -1.0785], [0.3988, -1.2644, 0.2270], [1.3723, -0.7290, 1.0514], [0.1710, -2.2454, 0.6487], [-0.3234, -0.1264, -1.7889], [-1.2169, 0.9961, -1.1771], [-0.8633, 0.6624, -2.0292], [-0.7180, 1.2707, 0.7866], [-1.7171, 0.0403, 0.6162], [-1.5032, 0.9576, 0.2811], [1.7920, 1.2565, -1.6277], [1.7934, -0.2567, -1.2856], [2.3961, 0.5158, -1.5070], [1.0291, 2.3395, 1.9872], [1.2500, 0.2688, 1.1881], [0.7168, 1.7229, 1.3192], [-2.6593, -2.0588, 1.2048], [-0.5191, -0.5935, 0.3822], [-2.0422, -1.4427, 0.8013]],
  "forces_ev_per_angstrom": [[-1.87, 0.08, 2.90], [6.46, -3.20, -1.40], [-1.75, -0.80, -0.77], [-0.70, 0.15, -0.20], [-0.63, 0.72, -0.57], [0.11, -0.24, -0.42], [0.56, -0.28, -1.15], [0.80, 1.05, 0.66], [-1.96, 0.04, 0.52], [0.21, -0.75, 0.86], [-0.07, -0.08, 0.10], [1.09, 1.45, -0.55], [-0.13, -0.57, 0.00], [-0.02, -0.27, -0.01], [0.13, 2.04, 0.30], [-0.02, -0.74, -0.22], [0.43, -0.12, 0.49], [-2.33, 0.65, 0.30], [-0.29, 0.89, -0.84]],
  "nbo_charge": [-0.451, 0.197, -0.637, 0.229, 0.456, 0.484, -0.984, 0.521, 0.495, -0.886, 0.472, 0.475, -1.002, 0.448, 0.525, -1.166, 0.455, 0.417, -1.048]
}

Record 3
{
  "formula": "C20H27N3O5S",
  "method": "ωB97M-V/def2-TZVPD",
  "spin_multiplicity": 1,
  "orbital_gap_ha": 0.3605,
  "total_energy_ev": -46720.4688,
  "species": ["C", "C", "C", "C", "C", "C", "C", "N", "C", "C", "O", "N", "C", "C", "C", "C", "C", "O", "S", "O", "O", "C", "C", "C", "N", "O", "C", "C", "C", "H", "H", "H", "H", "H", "H", "H", "H", "H", "H", "H", "H", "H", "H", "H", "H", "H", "H", "H", "H", "H", "H", "H", "H", "H", "H", "H"],
  "xyz": [[-4.2965, -0.9321, 2.8471], [-2.8710, -1.1208, 2.4283], [-2.2056, -2.3211, 2.6394], [-0.8880, -2.4984, 2.2397], [-0.1724, -3.7929, 2.4739], [-0.2312, -1.4580, 1.5933], [-0.8844, -0.2568, 1.3688], [-0.2855, 0.8160, 0.6541], [0.9052, 1.4599, 1.1544], [2.2287, 0.6864, 1.0945], [3.0718, 0.8435, 1.9570], [2.3892, -0.1189, 0.0314], [3.6420, -0.7773, -0.2527], [4.3255, -0.1784, -1.4954], [4.6337, 1.3215, -1.3466], [4.2141, 1.9027, -2.6961], [3.0928, 0.9485, -3.1032], [3.4994, -0.3278, -2.6413], [-0.5117, 0.7432, -0.9903], [0.0890, 1.9217, -1.5479], [-0.0994, -0.5261, -1.5265], [-2.2633, 0.8585, -1.1236], [-3.2269, -0.1879, -1.2334], [-2.9744, -1.6447, -1.2647], [-4.4226, 0.3296, -1.2995], [-4.2984, 1.6823, -1.2395], [-3.0075, 2.0103, -1.1357], [-2.6080, 3.4302, -1.0481], [-2.1933, -0.0854, 1.7983], [-4.9185, -0.7296, 1.9756], [-4.6772, -1.8178, 3.3484], [-4.3847, -0.0832, 3.5231], [-2.7243, -3.1336, 3.1283], [-0.7988, -4.4944, 3.0183], [0.1108, -4.2425, 1.5232], [0.7392, -3.6213, 3.0439], [0.7872, -1.5898, 1.2657], [1.0361, 2.3617, 0.5468], [0.7378, 1.7578, 2.1933], [1.6724, -0.2132, -0.6764], [3.4557, -1.8395, -0.4342], [4.2872, -0.6540, 0.6202], [5.2410, -0.7580, -1.6810], [5.6830, 1.4956, -1.1191], [4.0308, 1.7474, -0.5446], [3.8755, 2.9335, -2.6292], [5.0366, 1.8400, -3.4100], [2.9533, 0.8735, -4.1830], [2.1410, 1.2450, -2.6423], [-2.9015, -2.0263, -0.2466], [-2.0295, -1.8379, -1.7661], [-3.7922, -2.1494, -1.7705], [-2.7285, 3.7917, -0.0269], [-3.2363, 4.0344, -1.6982], [-1.5638, 3.5187, -1.3355], [-2.6834, 0.8636, 1.6411]],
  "forces_ev_per_angstrom": [[-0.01, 0.02, -0.01], [0.05, 0.06, -0.02], [0.06, 0.11, -0.07], [0.02, 0.09, -0.01], [0.03, 0.00, -0.01], [-0.06, 0.00, 0.06], [-0.49, -0.41, 0.40], [-0.07, -0.05, -0.94], [0.48, 0.46, 0.11], [-0.33, 0.01, 0.10], [0.10, 0.22, 0.19], [0.08, -0.13, -0.37], [0.34, 0.00, -0.32], [0.28, -0.16, 0.54], [-0.08, -0.12, -0.13], [-0.09, -0.23, -0.05], [-0.10, 0.39, -0.19], [-0.11, -0.23, 0.11], [-0.88, 0.41, -0.01], [0.02, 0.12, 0.18], [-0.18, -0.03, 0.11], [0.12, 0.34, -0.10], [-0.01, 0.43, -0.02], [-0.12, -0.17, -0.03], [-0.25, -1.38, -0.08], [0.65, 0.98, 0.10], [0.56, -0.40, 0.00], [-0.20, 0.03, -0.01], [0.09, -0.13, 0.20], [-0.10, 0.01, -0.02], [-0.07, -0.03, 0.04], [-0.08, 0.04, 0.06], [-0.06, -0.10, 0.06], [0.00, -0.08, 0.03], [0.04, -0.10, -0.03], [0.07, -0.06, 0.05], [0.12, -0.03, -0.10], [0.13, 0.00, 0.23], [0.03, -0.09, -0.17], [0.10, -0.07, 0.13], [0.06, 0.03, 0.07], [-0.05, -0.11, -0.10], [-0.10, 0.09, 0.06], [0.01, 0.01, 0.07], [0.04, 0.04, 0.04], [0.02, 0.08, -0.03], [-0.01, 0.04, -0.03], [-0.03, 0.05, 0.05], [0.14, -0.03, -0.09], [0.05, -0.06, 0.08], [-0.07, -0.11, -0.03], [-0.03, -0.07, -0.02], [0.00, 0.04, 0.06], [0.00, 0.06, -0.04], [-0.05, 0.09, 0.00], [-0.05, 0.12, -0.06]],
  "nbo_charge": [-0.652, 0.097, -0.241, 0.002, -0.633, -0.186, 0.107, -0.698, -0.315, 0.662, -0.631, -0.648, -0.245, 0.094, -0.435, -0.427, -0.073, -0.537, 2.346, -0.947, -0.935, -0.523, 0.203, -0.663, -0.137, -0.265, 0.415, -0.684, -0.260, 0.229, 0.216, 0.221, 0.208, 0.215, 0.224, 0.225, 0.223, 0.252, 0.239, 0.423, 0.202, 0.236, 0.179, 0.221, 0.211, 0.216, 0.202, 0.188, 0.179, 0.240, 0.255, 0.239, 0.240, 0.244, 0.266, 0.218]
}

Ordered energy above the lowest of the compared OMol25 structures with the same formula, charge and spin results: 26.2 844.0 405.0; unit kJ/mol.
Ordered lowest unoccupied orbital energy results: 0.1163 -0.8544 0.5914; unit eV.
Ordered HOMO level results: -6.588 -5.947 -9.217; unit eV.